Entry from the Open Molecules 2025 dataset: a cluster of 2 separate species, C2BrFNO4 in total in a non-equilibrium geometry (wB97M-V/def2-TZVPD).

Computed properties:
F_max, Eh/bohr: 0.11496
HOMO energy, eV: -4.35
Total charge: -1
Energy above the lowest of the compared OMol25 structures with the same formula, charge and spin, kJ/mol: 89.58
Molecular weight, g mol⁻¹: 200.93
Total energy, Ha: -3105.74353
Kohn-Sham gap, hartree: 0.271

Last columns: bonded neighbours and bond lengths (Å).
Geometry (Å):
1 C -1.6835 -2.2711 0.8392  O4 1.116, O5 1.142
2 C 0.1740 1.3629 -0.4870  N3 1.392, F8 1.359, Br9 2.391
3 N 1.5119 1.1903 -0.8314  C2 1.392, O6 1.227, O7 1.295
4 O -1.2653 -3.2950 0.6937  C1 1.116
5 O -2.2678 -1.3088 1.0321  C1 1.142
6 O 2.3716 1.6565 -0.0904  N3 1.227
7 O 1.7694 0.9186 -2.0708  N3 1.295
8 F -0.6234 0.3811 -0.9840  C2 1.359
9 Br 0.0131 1.3654 1.8987  C2 2.391

Löwdin population analysis, charges in e, atoms 1 to 5: atom 1 (C): -0.484, atom 2 (C): -0.352, atom 3 (N): -0.491, atom 4 (O): 0.233, atom 5 (O): 0.190